No. 1
Formula: C4H6FNO
Source: the OMol25 dataset
Level of theory: the ωB97M-V functional and the def2-TZVPD basis

Summary:
SMILES = COCN=C=CF
ΔE to the lowest compared entry with this formula, charge and spin = 3.8610 eV
Orbital gap = 9.196 eV
Charge = 0

```
13
Properties=species:S:1:pos:R:3:nbo_charge:R:1
C -0.58 0.24 1.12 -0.25
O -0.60 1.04 -0.01 -0.52
C -0.62 0.48 -1.20 0.12
N 0.58 -0.39 -1.54 -0.42
C 1.61 -0.78 -1.02 0.30
C 2.76 -1.36 -0.70 0.01
F 2.79 -2.64 -0.13 -0.35
H -1.18 -0.71 0.79 0.16
H -1.16 0.71 1.85 0.20
H 0.49 -0.08 1.29 0.20
H -1.30 -0.52 -1.16 0.15
H -0.95 1.10 -1.98 0.21
H 3.65 -0.95 -0.57 0.19
```

=====

No. 2
Formula: C4H6FNO
Source: the OMol25 dataset
Level of theory: the ωB97M-V functional and the def2-TZVPD basis

Summary:
SMILES = O=C(CF)[C@H]1CN1
ΔE to the lowest compared entry with this formula, charge and spin = 3.1918 eV
Orbital gap = 10.694 eV
Charge = 0

```
13
Properties=species:S:1:pos:R:3:nbo_charge:R:1
O -0.48 1.15 -1.06 -0.55
C 0.20 0.67 -0.11 0.47
C 0.68 1.79 0.72 -0.01
F 0.38 2.98 0.25 -0.30
C 0.15 -0.79 0.11 -0.19
C -1.03 -1.54 -0.29 -0.22
N 0.16 -1.80 -0.98 -0.54
H 1.78 1.74 1.00 0.19
H 0.25 1.55 1.76 0.18
H 0.78 -1.17 1.05 0.20
H -1.70 -0.87 -0.65 0.21
H -1.57 -2.52 0.10 0.21
H 0.41 -1.18 -1.90 0.37
```

=====

No. 3
Formula: C4H6FNO2
Source: the OMol25 dataset
Level of theory: the ωB97M-V functional and the def2-TZVPD basis

Summary:
ΔE to the lowest compared entry with this formula, charge and spin = 8.0610 eV
Orbital gap (alpha / beta) = 9.071 / 8.661 eV
Charge = 0

```
14
Properties=species:S:1:pos:R:3:nbo_charge:R:1
C 0.36 -0.15 0.86 -0.37
C 0.42 0.61 -0.17 0.16
C -0.80 0.45 -1.07 -0.16
C -0.85 -1.01 0.76 0.37
N 2.19 2.60 -0.33 -0.05
O -1.43 -0.69 -0.42 -0.52
O -0.78 -2.33 0.97 -0.70
F 3.44 2.24 0.15 -0.25
H 0.96 -0.32 1.70 0.23
H -1.53 1.14 -0.86 0.19
H -0.66 0.38 -2.12 0.20
H -1.44 -0.65 1.62 0.13
H 2.38 2.53 -1.33 0.28
H -0.65 -2.88 0.09 0.49
```

=====

- What is the ΔE to the lowest compared entry with this formula, charge and spin in the third record?
  8.0610 eV

=====

- Which value of ΔE to the lowest compared entry with this formula, charge and spin does entry 3 give?
  8.0610 eV

=====

What did the third record say?
Formula: C4H6FNO2
Source: the OMol25 dataset
Level of theory: the ωB97M-V functional and the def2-TZVPD basis

Summary:
ΔE to the lowest compared entry with this formula, charge and spin = 8.0610 eV
Orbital gap (alpha / beta) = 9.071 / 8.661 eV
Charge = 0

```
14
Properties=species:S:1:pos:R:3:nbo_charge:R:1
C 0.36 -0.15 0.86 -0.37
C 0.42 0.61 -0.17 0.16
C -0.80 0.45 -1.07 -0.16
C -0.85 -1.01 0.76 0.37
N 2.19 2.60 -0.33 -0.05
O -1.43 -0.69 -0.42 -0.52
O -0.78 -2.33 0.97 -0.70
F 3.44 2.24 0.15 -0.25
H 0.96 -0.32 1.70 0.23
H -1.53 1.14 -0.86 0.19
H -0.66 0.38 -2.12 0.20
H -1.44 -0.65 1.62 0.13
H 2.38 2.53 -1.33 0.28
H -0.65 -2.88 0.09 0.49
```